[1]
DFT (the ωB97M-V functional and the def2-TZVPD basis) results for a 2-piece molecular cluster, C5H14 overall at a distorted geometry.

Structure (XYZ):
```
19
Properties=species:S:1:pos:R:3:forces:R:3
C -1.15782 -1.62163 0.72347 -1.5 -1.9 -2.0
C -0.67471 -0.30389 1.29283 1.2 -0.3 0.3
C -2.70013 -1.72434 0.88409 1.8 2.7 2.1
H -0.97100 -1.63683 -0.35885 0.2 0.1 0.1
H -0.79855 -2.64098 1.02594 0.5 1.4 0.5
H -1.45138 0.22232 1.85617 0.3 -0.4 0.4
H -3.07315 -0.73289 0.57535 -0.7 -0.9 -0.6
H -3.20600 -2.62027 0.66583 -0.6 -0.8 -1.1
H -2.75802 -1.61446 1.96946 -0.6 -0.3 0.3
H 0.26683 -0.47423 1.84636 -0.6 0.4 0.2
H -0.40654 0.40163 0.51058 0.0 -0.1 -0.3
C 2.56403 1.59433 -0.78533 0.4 2.4 1.2
C 1.69728 1.51855 -2.03156 -0.8 0.0 0.0
H 2.52645 2.63314 -0.35923 -0.6 -0.7 0.0
H 2.27809 0.91193 0.00564 -0.2 -0.1 0.0
H 3.65387 1.58133 -0.83675 0.0 -0.9 -0.9
H 0.83896 2.21958 -2.05952 0.8 0.3 0.4
H 1.11481 0.59577 -1.96372 0.6 -0.4 -0.8
H 2.25699 1.69095 -2.96077 -0.3 -0.6 0.2
```
Forces are in eV/Å.

Results
- energy above the lowest of the compared OMol25 structures with the same formula, charge and spin (kcal/mol) = 26.4
- energy (eV) = -5410.90588
- HOMO-LUMO gap (eV) = 12.02
- 2S+1 = 1
- SMILES = CCC.CC
- E_HOMO (Ha) = -0.4015



[2]
DFT (the ωB97M-V functional and the def2-TZVPD basis) results for CH2Br2S as an isolated structure at a distorted geometry.

Structure (XYZ):
```
6
Properties=species:S:1:pos:R:3:forces:R:3
C 0.19514 0.11032 -0.40660 -3.2 0.9 0.0
S -1.11726 0.67307 0.93508 1.5 -2.3 -0.8
Br 0.54674 -1.72858 -0.25135 0.6 -0.8 0.2
Br 1.57462 1.33805 -0.38443 1.5 0.6 0.0
H -0.29048 0.19210 -1.39213 0.2 0.1 0.7
H -0.90876 -0.58495 1.49942 -0.6 1.4 -0.1
```
Forces are in eV/Å.

Results
- energy above the lowest of the compared OMol25 structures with the same formula, charge and spin (kcal/mol) = 5.7
- energy (eV) = -151988.74644
- HOMO-LUMO gap (eV) = 9.79
- 2S+1 = 1
- E_HOMO (Ha) = -0.3544



[3]
DFT (the ωB97M-V functional and the def2-TZVPD basis) results for C9H22F6MoN2O2PS3Sb as an isolated structure at a distorted geometry.

Structure (XYZ):
```
47
Properties=species:S:1:pos:R:3:forces:R:3
Mo 10.49264 10.75866 8.39115 -0.2 -1.1 -0.2
C 11.63615 6.58960 10.32488 0.2 -0.2 -0.7
C 11.52271 7.71364 11.38457 -0.5 -2.4 -1.2
O 10.08308 8.15030 11.55235 2.2 -0.6 -0.2
P 9.44858 9.32273 10.80532 -0.2 0.6 -0.6
S 10.60698 11.06374 10.63647 -0.1 -0.6 0.7
S 8.88554 9.04450 8.85868 0.3 -0.1 0.3
O 8.20855 9.61216 11.61270 -1.3 0.5 1.7
C 8.09109 9.88552 13.11611 -1.7 -1.0 0.4
C 7.11747 11.03933 13.20866 0.3 -0.3 -0.3
H 12.63185 6.09629 10.18967 -0.4 0.8 1.0
H 11.54317 7.05866 9.32548 -0.7 -0.4 0.3
H 10.96846 5.71556 10.49170 0.0 0.9 -0.2
H 12.14621 8.49403 11.05509 0.4 1.5 -0.1
H 11.83761 7.35719 12.33156 -0.1 0.0 1.0
H 9.03654 9.93851 13.64004 0.6 0.6 -0.6
H 7.59522 9.01567 13.60681 0.4 0.2 -1.0
H 7.57280 11.92505 12.76243 -0.3 0.2 0.4
H 6.76447 11.16888 14.23454 0.4 0.3 0.0
H 6.22536 10.75176 12.64808 0.1 0.1 -0.1
C 5.52478 12.32883 6.29943 0.1 -0.2 -0.3
C 6.77289 12.84774 5.62496 0.3 0.0 0.9
N 7.87303 11.86400 5.54017 -1.4 0.0 -1.1
C 8.76205 11.69362 6.42421 1.0 -0.3 0.1
S 8.93250 12.46806 7.90643 -0.2 1.0 0.3
N 9.79760 10.75932 6.16504 -0.9 -0.8 2.1
C 10.80783 11.04267 5.18096 1.8 1.2 0.0
C 10.40373 11.04644 3.74074 1.6 -2.3 -0.3
H 4.76593 13.09990 6.28054 -0.2 0.1 -0.2
H 5.67628 12.06270 7.33107 0.3 0.0 0.5
H 5.17888 11.44667 5.79581 -0.5 -0.4 -0.3
H 7.13679 13.69456 6.19492 0.3 0.2 -0.1
H 6.63645 13.15896 4.62005 -0.5 0.4 -0.9
H 7.93719 11.25314 4.71550 -0.2 0.5 0.3
H 9.46064 9.82363 6.03507 -0.7 -0.6 -0.3
H 11.49477 10.22280 5.34873 0.6 0.2 -0.1
H 11.25288 12.00658 5.51926 0.1 -0.7 -0.5
H 9.83085 10.13232 3.54456 -0.3 0.2 -0.2
H 11.32724 10.90143 3.11619 -0.8 0.4 0.6
H 9.92070 11.90892 3.43974 -1.1 1.7 -0.8
F 12.26231 11.90527 8.47726 -0.2 1.0 -0.1
Sb 13.77530 10.75398 8.07544 0.7 -0.1 0.5
F 13.55703 11.38176 6.33788 0.1 0.1 0.1
F 11.94856 9.65204 7.57788 0.2 0.3 0.3
F 14.64594 9.26725 7.50545 0.5 -0.7 -0.2
F 13.44564 9.99907 9.78297 0.1 0.3 -0.7
F 15.04788 11.96136 8.66210 -0.4 -0.3 -0.2
```
Forces are in eV/Å.

Results
- charge = +2
- energy (eV) = -83248.15180
- HOMO-LUMO gap (spin up / spin down) (eV) = 6.92 / 8.28
- 2S+1 = 3
- <S²> = 2.020
- E_HOMO (spin up / spin down) (Ha) = -0.5735 / -0.6068